[1]
Formula: C4H6N2O
Source: the Open Molecules 2025 dataset
Level of theory: ωB97M-V/def2-TZVPD

ORCA input file:
```
! RIJCOSX wB97M-V def2-TZVPD def2/J DEFGRID3
* xyz 0 1
N -1.82 0.68 -0.16
C -0.42 0.45 0.04
C 0.03 -0.88 0.00
O -0.69 -2.00 -0.03
N 1.35 -0.85 -0.05
C 1.79 0.47 -0.07
C 0.75 1.39 -0.11
H -1.96 1.29 -0.96
H -2.26 1.13 0.64
H -1.61 -1.69 -0.12
H 1.94 -1.68 -0.08
H 2.86 0.65 -0.09
H 0.05 1.06 0.99
*
```

ΔE to the lowest compared entry with this formula, charge and spin, eV: 4.298
Frontier orbital gap, Ha: 0.3187
Strongest force on any atom, eV/A: 0.38

These are the natural (NBO) partial charges, in e, on atoms 1 to 6: -0.8457 -0.1978 0.4741 -0.6480 -0.4909 -0.1553



[2]
Formula: C4H5CuMgO2
Source: the Open Molecules 2025 dataset
Level of theory: ωB97M-V/def2-TZVPD

ORCA input file:
```
! RIJCOSX wB97M-V def2-TZVPD def2/J DEFGRID3
* xyz 0 1
H -1.19 -1.26 -1.62
C -0.20 -1.01 -1.20
C 0.20 0.30 -1.18
O 0.48 -2.01 -0.69
Mg 0.35 -4.05 -0.99
H -0.30 0.99 -1.87
H 1.23 0.52 -0.90
C -0.67 1.94 1.12
C -0.07 1.18 2.06
O 0.58 0.20 2.28
Cu 1.51 -1.55 1.09
H -1.76 1.86 1.05
H -0.17 2.87 0.84
*
```

Frontier orbital gap (alpha / beta), Ha: 0.1713 / 0.1713
Strongest force on any atom, eV/A: 3.49

These are the natural (NBO) partial charges, in e, on atoms 1 to 6: 0.1521 0.1894 -0.6279 -1.0755 0.1827 0.2091



[3]
Formula: C4H9O3
Source: the Open Molecules 2025 dataset
Level of theory: ωB97M-V/def2-TZVPD

ORCA input file:
```
! RIJCOSX wB97M-V def2-TZVPD def2/J DEFGRID3
* xyz 0 2
O 1.22 -0.54 -1.21
C 0.46 -1.29 -0.33
C -0.55 -0.49 0.47
O -1.51 0.05 -0.41
C -2.46 0.85 0.24
H 1.13 -1.83 0.36
H -0.05 -2.07 -0.92
H -0.05 0.32 1.03
H -1.03 -1.16 1.21
H -3.17 1.22 -0.52
H -3.02 0.28 1.00
H -1.98 1.71 0.74
C 2.60 0.59 -0.51
O 3.40 -0.01 0.27
H 1.97 1.35 0.00
H 3.05 1.02 -1.43
*
```

ΔE to the lowest compared entry with this formula, charge and spin, eV: 2.513
Frontier orbital gap (alpha / beta), Ha: 0.4052 / 0.2551
Strongest force on any atom, eV/A: 3.45

These are the natural (NBO) partial charges, in e, on atoms 1 to 6: -0.3332 -0.1366 -0.0902 -0.5342 -0.2463 0.2099



[4]
Formula: C22H66O11
Source: the Open Molecules 2025 dataset
Level of theory: ωB97M-V/def2-TZVPD

ORCA input file:
```
! RIJCOSX wB97M-V def2-TZVPD def2/J DEFGRID3
* xyz 0 1
C -5.18 11.99 22.35
C -5.07 11.51 23.81
O -6.24 10.90 24.16
H -5.96 12.74 22.20
H -5.21 11.09 21.73
H -4.25 12.46 22.05
H -4.79 12.34 24.45
H -4.26 10.80 23.97
H -6.18 10.59 25.07
C 1.39 15.13 26.86
C 2.10 14.39 28.04
O 3.45 14.16 27.68
H 1.50 14.48 25.99
H 1.80 16.12 26.63
H 0.32 15.28 27.03
H 1.54 13.49 28.27
H 1.97 14.95 28.96
H 3.53 13.59 26.92
C -3.55 16.34 21.07
C -2.35 16.54 20.23
O -2.62 16.37 18.81
H -3.94 15.33 20.92
H -4.36 17.06 20.99
H -3.29 16.32 22.13
H -1.60 15.81 20.55
H -1.92 17.52 20.44
H -1.81 16.18 18.34
C -1.20 11.40 24.06
C -1.18 10.22 23.14
O -0.31 10.48 22.08
H -1.61 12.29 23.57
H -0.19 11.60 24.41
H -1.82 11.15 24.92
H -2.13 9.99 22.67
H -0.90 9.31 23.67
H -0.42 9.86 21.36
C -3.40 14.70 24.57
C -2.93 16.07 25.05
O -1.61 16.04 25.38
H -3.29 14.06 25.44
H -2.87 14.34 23.69
H -4.46 14.67 24.28
H -3.48 16.40 25.93
H -3.15 16.80 24.27
H -1.06 15.64 24.71
C -6.13 17.30 26.64
C -6.06 18.81 26.56
O -6.34 19.28 27.82
H -7.07 16.84 26.94
H -5.32 16.92 27.28
H -5.92 16.95 25.63
H -6.72 19.26 25.82
H -5.05 19.11 26.30
H -5.64 18.91 28.37
C -3.77 13.98 28.63
C -5.12 14.39 29.16
O -5.36 13.84 30.47
H -3.77 12.91 28.42
H -2.92 14.20 29.28
H -3.57 14.52 27.71
H -5.95 14.08 28.54
H -5.25 15.47 29.19
H -6.24 14.12 30.75
C -3.22 20.24 28.74
C -3.13 18.71 28.81
O -4.23 18.34 29.56
H -2.30 20.58 28.26
H -3.16 20.72 29.72
H -4.11 20.62 28.23
H -2.24 18.36 29.33
H -3.20 18.25 27.82
H -4.04 18.73 30.42
C 0.91 17.26 23.65
C 1.02 15.92 22.90
O -0.02 15.03 23.20
H 0.96 17.00 24.71
H -0.03 17.81 23.55
H 1.72 17.95 23.44
H 2.02 15.52 23.10
H 1.01 16.12 21.83
H 0.11 14.29 22.59
C -2.79 19.60 22.31
C -3.51 19.94 21.08
O -2.82 20.97 20.42
H -2.92 20.42 23.02
H -1.72 19.35 22.30
H -3.15 18.69 22.80
H -4.47 20.39 21.33
H -3.69 19.09 20.42
H -2.03 20.58 20.03
C -7.55 13.97 24.89
C -8.72 13.23 24.34
O -9.59 13.06 25.40
H -7.94 14.94 25.18
H -6.73 14.16 24.20
H -7.14 13.45 25.76
H -8.43 12.24 24.00
H -9.13 13.78 23.49
H -10.17 13.82 25.49
*
```

SMILES: CCO.CCO.CCO.CCO.CCO.CCO.CCO.CCO.CCO.CCO.CCO
ΔE to the lowest compared entry with this formula, charge and spin, eV: 4.177
Frontier orbital gap, Ha: 0.3665
Strongest force on any atom, eV/A: 2.38

These are the Löwdin partial charges, in e, on atoms 1 to 6: -0.0570 -0.3676 -0.0559 0.0718 0.0769 0.0577



Copy entry 3 word for word.
Formula: C4H9O3
Source: the Open Molecules 2025 dataset
Level of theory: ωB97M-V/def2-TZVPD

ORCA input file:
```
! RIJCOSX wB97M-V def2-TZVPD def2/J DEFGRID3
* xyz 0 2
O 1.22 -0.54 -1.21
C 0.46 -1.29 -0.33
C -0.55 -0.49 0.47
O -1.51 0.05 -0.41
C -2.46 0.85 0.24
H 1.13 -1.83 0.36
H -0.05 -2.07 -0.92
H -0.05 0.32 1.03
H -1.03 -1.16 1.21
H -3.17 1.22 -0.52
H -3.02 0.28 1.00
H -1.98 1.71 0.74
C 2.60 0.59 -0.51
O 3.40 -0.01 0.27
H 1.97 1.35 0.00
H 3.05 1.02 -1.43
*
```

ΔE to the lowest compared entry with this formula, charge and spin, eV: 2.513
Frontier orbital gap (alpha / beta), Ha: 0.4052 / 0.2551
Strongest force on any atom, eV/A: 3.45

These are the natural (NBO) partial charges, in e, on atoms 1 to 6: -0.3332 -0.1366 -0.0902 -0.5342 -0.2463 0.2099



What is the strongest force on any atom in the fourth record? 2.38 eV/A



Copy entry 2 word for word.
Formula: C4H5CuMgO2
Source: the Open Molecules 2025 dataset
Level of theory: ωB97M-V/def2-TZVPD

ORCA input file:
```
! RIJCOSX wB97M-V def2-TZVPD def2/J DEFGRID3
* xyz 0 1
H -1.19 -1.26 -1.62
C -0.20 -1.01 -1.20
C 0.20 0.30 -1.18
O 0.48 -2.01 -0.69
Mg 0.35 -4.05 -0.99
H -0.30 0.99 -1.87
H 1.23 0.52 -0.90
C -0.67 1.94 1.12
C -0.07 1.18 2.06
O 0.58 0.20 2.28
Cu 1.51 -1.55 1.09
H -1.76 1.86 1.05
H -0.17 2.87 0.84
*
```

Frontier orbital gap (alpha / beta), Ha: 0.1713 / 0.1713
Strongest force on any atom, eV/A: 3.49

These are the natural (NBO) partial charges, in e, on atoms 1 to 6: 0.1521 0.1894 -0.6279 -1.0755 0.1827 0.2091



Number 3 is which compound? C4H9O3